# 1
Computed, not measured: a molecular structure, C19H12Br2FMnN3OS in a non-equilibrium geometry, with ωB97M-V with the def2-TZVPD basis set.

gap between HOMO and LUMO (alpha / beta) = 5.39 / 6.63 eV
E_tot = -7767.23037 hartree
largest force on an atom = 0.0196 hartree/bohr
HOMO energy (alpha / beta) = -14.08 / -14.16 eV

Structure (ORCA input):
```
! wB97M-V def2-TZVPD RIJCOSX def2/J DEFGRID3
* xyz 2 4
Mn -0.541 0.949 -0.417
Br -0.216 0.188 4.388
C -1.584 -0.258 3.201
C -2.720 -0.979 3.661
C -3.741 -1.313 2.817
Br -5.213 -2.268 3.469
C -3.686 -0.946 1.438
C -4.657 -1.204 0.455
C -4.458 -0.788 -0.845
C -3.279 -0.127 -1.183
N -2.346 0.132 -0.273
C -2.546 -0.248 1.023
C -1.520 0.115 1.892
O -0.508 0.867 1.335
H -2.764 -1.260 4.704
H -5.561 -1.733 0.728
H -5.196 -0.974 -1.611
H -3.088 0.186 -2.203
S 0.745 2.672 -0.914
C 2.492 2.621 -0.850
N 3.091 3.817 -0.641
C 4.431 3.945 -0.611
C 5.199 2.825 -0.782
C 4.523 1.622 -0.976
N 3.193 1.524 -1.013
H 2.504 4.636 -0.510
H 4.822 4.939 -0.446
H 6.277 2.880 -0.764
H 5.070 0.697 -1.114
F 2.046 -4.085 -2.104
C 1.487 -2.971 -1.652
C 1.564 -2.700 -0.293
C 0.984 -1.541 0.203
C 0.363 -0.721 -0.718
C 0.274 -0.974 -2.073
C 0.855 -2.137 -2.562
H 2.076 -3.394 0.360
H 1.028 -1.300 1.256
H -0.223 -0.296 -2.764
H 0.823 -2.397 -3.611
*
```

Atom charges from the Mulliken analysis, given in e for atoms 1 to 2:
1 Mn -0.55
2 Br -0.06

=====

# 2
Computed, not measured: 2 unconnected molecules or ions with the total composition C3H9NO2S in a non-equilibrium geometry, with ωB97M-V with the def2-TZVPD basis set.

gap between HOMO and LUMO = 10.04 eV
E_tot = -723.08250 hartree
largest force on an atom = 0.0343 hartree/bohr
HOMO energy = -9.43 eV

Structure (ORCA input):
```
! wB97M-V def2-TZVPD RIJCOSX def2/J DEFGRID3
* xyz 0 1
O -1.395 -2.993 0.355
C -0.475 -2.246 0.525
C -0.420 -0.877 -0.179
C 0.973 -0.527 -0.656
S 1.063 0.915 -1.798
N -0.750 -0.045 0.994
H 0.200 -2.232 1.411
H -1.180 -0.789 -0.957
H 1.715 -0.442 0.142
H 1.373 -1.435 -1.126
H 2.362 0.841 -2.126
H -1.584 -0.261 1.512
H -0.625 0.948 0.871
H 0.207 3.090 0.900
H -0.972 2.670 -0.153
O -0.490 3.385 0.284
*
```

Atom charges from the Mulliken analysis, given in e for atoms 1 to 2:
1 O -0.46
2 C -0.25

=====

# 3
Computed, not measured: C6H6O3 in the gas phase in a non-equilibrium geometry, with ωB97M-V with the def2-TZVPD basis set.

gap between HOMO and LUMO = 9.93 eV
E_tot = -457.83397 hartree
largest force on an atom = 0.0575 hartree/bohr
HOMO energy = -9.35 eV

Structure (ORCA input):
```
! wB97M-V def2-TZVPD RIJCOSX def2/J DEFGRID3
* xyz 0 1
C -0.292 0.472 -0.896
C 1.170 0.530 -0.252
C 0.809 0.859 1.205
C -0.378 0.177 1.472
C -0.623 -0.575 0.167
C 0.924 -1.028 -0.199
H -1.795 1.557 -1.344
H -0.132 -0.232 -1.774
H 2.120 1.070 -0.636
H 1.524 1.417 1.919
H -0.812 -0.161 2.399
H -1.417 -2.230 -0.559
O -0.908 1.679 -1.160
O -1.685 -1.496 0.073
O 1.497 -2.037 -0.413
*
```

Atom charges from the Mulliken analysis, given in e for atoms 1 to 2:
1 C 0.04
2 C -0.13

=====

# 4
Computed, not measured: a molecular structure, C16H18Br2N3O2PdSb, with ωB97M-V with the def2-TZVPD basis set.

gap between HOMO and LUMO = 8.07 eV
E_tot = -6450.77674 hartree
largest force on an atom = 0.0086 hartree/bohr
HOMO energy = -15.58 eV

Structure (ORCA input):
```
! wB97M-V def2-TZVPD RIJCOSX def2/J DEFGRID3
* xyz 2 1
Pd 0.079 1.141 0.184
Br -0.181 3.304 1.510
C 0.952 2.786 3.038
Br 1.818 1.124 2.676
H 0.292 2.690 3.891
H 1.678 3.578 3.162
O -3.355 -5.553 0.741
N -3.451 -4.476 1.269
O -4.218 -4.196 2.161
C -2.524 -3.411 0.780
C -1.692 -3.790 -0.207
C -0.755 -2.878 -0.776
C 0.112 -3.257 -1.815
C 0.981 -2.325 -2.317
C 0.977 -1.039 -1.782
N 0.175 -0.645 -0.802
C -0.698 -1.570 -0.290
C -1.584 -1.174 0.772
N -1.467 0.114 1.195
C -2.276 0.553 2.140
C -3.236 -0.261 2.734
C -3.359 -1.568 2.342
C -2.519 -2.071 1.322
H -1.741 -4.806 -0.576
H 0.084 -4.266 -2.206
H 1.667 -2.559 -3.118
H 1.660 -0.310 -2.191
H -2.173 1.588 2.437
H -3.877 0.146 3.502
H -4.094 -2.207 2.799
C 2.246 4.332 -0.787
Sb 1.866 2.305 -1.236
C 1.432 2.344 -3.306
C 3.777 1.412 -1.049
H 3.016 4.691 -1.469
H 2.606 4.430 0.236
H 1.347 4.930 -0.917
H 2.262 2.832 -3.817
H 0.521 2.915 -3.474
H 1.303 1.344 -3.716
H 4.482 1.959 -1.674
H 3.769 0.369 -1.358
H 4.097 1.471 -0.011
*
```

Atom charges from the Mulliken analysis, given in e for atoms 1 to 2:
1 Pd 0.50
2 Br 0.00

=====

# 5
Computed, not measured: C2H2FP in the gas phase in a non-equilibrium geometry, with ωB97M-V with the def2-TZVPD basis set.

gap between HOMO and LUMO = 7.59 eV
E_tot = -518.37237 hartree
largest force on an atom = 0.0892 hartree/bohr
HOMO energy = -9.81 eV

Structure (ORCA input):
```
! wB97M-V def2-TZVPD RIJCOSX def2/J DEFGRID3
* xyz 0 1
C -1.318 -0.265 -0.295
C 0.727 0.288 0.781
F -1.007 -2.106 1.632
P -0.711 -0.403 1.244
H -1.116 0.705 -0.740
H 1.372 -0.317 0.201
*
```

Atom charges from the Mulliken analysis, given in e for atoms 1 to 2:
1 C -0.25
2 C -0.38

=====

# 6
Computed, not measured: a molecular structure, C44H36BiBrCl2N9O6, with ωB97M-V with the def2-TZVPD basis set.

gap between HOMO and LUMO = 8.62 eV
E_tot = -6351.45565 hartree
largest force on an atom = 0.0151 hartree/bohr
HOMO energy = -10.69 eV

Structure (ORCA input):
```
! wB97M-V def2-TZVPD RIJCOSX def2/J DEFGRID3
* xyz 1 1
Bi 1.267 -0.786 -0.884
O -0.015 -2.434 0.465
C -0.176 -3.674 -0.295
C 1.172 -3.939 -1.051
O 1.537 -5.053 -1.325
O 1.856 -2.854 -1.320
C -1.303 -3.438 -1.293
C -1.113 -3.529 -2.665
C -2.170 -3.272 -3.528
C -3.412 -2.920 -3.029
C -3.616 -2.866 -1.656
C -2.569 -3.137 -0.794
C -0.536 -4.821 0.632
C -0.725 -4.624 1.995
C -1.070 -5.687 2.821
C -1.210 -6.957 2.291
C -1.038 -7.156 0.928
C -0.720 -6.095 0.098
H 0.619 -2.626 1.178
H -0.148 -3.811 -3.063
H -2.020 -3.353 -4.598
H -4.229 -2.707 -3.706
H -4.592 -2.622 -1.257
H -2.738 -3.147 0.277
H -0.628 -3.638 2.435
H -1.229 -5.513 3.877
H -1.458 -7.788 2.938
H -1.154 -8.145 0.506
H -0.604 -6.254 -0.963
C -3.469 2.434 -1.633
N -2.619 1.387 -1.098
C -1.382 1.067 -1.459
N -0.948 0.082 -0.682
C -1.994 -0.157 0.160
N -3.018 0.618 -0.069
C -3.873 3.443 -0.579
C -5.126 4.037 -0.653
C -5.504 4.989 0.281
C -4.647 5.344 1.305
C -3.396 4.735 1.396
C -3.006 3.796 0.445
C -2.528 5.081 2.510
N -2.778 5.925 3.459
N -1.710 5.905 4.307
C -0.863 5.050 3.833
O -1.319 4.487 2.684
C 0.416 4.662 4.407
C 0.817 5.215 5.622
C 2.017 4.821 6.185
C 2.813 3.877 5.553
C 2.423 3.330 4.338
C 3.308 2.306 3.658
N 2.541 1.230 3.062
C 2.185 1.054 1.789
N 1.420 -0.022 1.685
C 1.345 -0.473 2.967
N 2.008 0.262 3.823
C 1.225 3.730 3.763
H -4.358 1.973 -2.060
H -2.914 2.923 -2.435
H -0.821 1.540 -2.248
H -1.972 -0.899 0.936
H -5.809 3.754 -1.445
H -6.481 5.450 0.216
H -4.920 6.079 2.049
H -2.027 3.340 0.521
H 0.176 5.939 6.104
H 2.332 5.241 7.130
H 3.744 3.561 6.007
H 3.982 1.862 4.389
H 3.902 2.771 2.870
H 2.492 1.690 0.973
H 0.791 -1.346 3.271
H 0.900 3.318 2.815
Br 0.558 -2.334 -8.295
C 0.677 -0.800 -7.187
C 0.728 0.459 -7.766
C 0.816 1.579 -6.952
C 0.872 1.438 -5.576
C 0.816 0.169 -5.008
C 0.711 -0.960 -5.814
C 0.899 0.012 -3.536
O 1.338 0.932 -2.801
O 0.496 -1.083 -3.018
H 0.706 0.558 -8.842
H 0.842 2.565 -7.396
H 0.962 2.303 -4.932
H 0.671 -1.942 -5.364
Cl 5.154 -1.984 3.040
C 4.424 -3.476 2.437
Cl 3.141 -3.126 1.262
H 3.995 -4.017 3.272
H 5.183 -4.060 1.931
C 6.412 0.237 -1.580
C 5.032 0.125 -1.164
N 3.940 0.043 -0.824
H 6.657 1.281 -1.767
H 6.573 -0.334 -2.493
H 7.064 -0.150 -0.798
*
```

Atom charges from the Mulliken analysis, given in e for atoms 1 to 2:
1 Bi 2.95
2 O -0.10

=====

# 7
Computed, not measured: a molecular structure, C19H17N5O3S2 in a non-equilibrium geometry, with ωB97M-V with the def2-TZVPD basis set.

gap between HOMO and LUMO = 7.67 eV
E_tot = -2029.47628 hartree
largest force on an atom = 0.3182 hartree/bohr
HOMO energy = -7.77 eV

Structure (ORCA input):
```
! wB97M-V def2-TZVPD RIJCOSX def2/J DEFGRID3
* xyz 0 1
C 0.522 -2.054 -3.669
C 1.121 -1.982 -2.626
C 0.487 -1.891 -1.362
N 0.844 -0.512 -0.674
C 2.053 0.023 -0.047
N 2.051 1.092 0.384
N 0.847 1.563 0.097
C 0.271 0.681 -0.754
C -1.033 0.886 -1.233
C -1.804 2.095 -1.334
C -2.950 1.601 -1.917
C -3.973 2.550 -2.266
C -5.283 2.150 -2.684
C -5.325 0.463 -2.860
C -4.190 -0.179 -2.529
C -3.125 0.307 -1.855
O -2.035 -0.091 -1.490
O -4.475 -1.621 -2.525
C -3.464 -2.529 -2.337
H -3.245 -2.463 -1.055
H -3.767 -3.437 -2.358
H -2.476 -2.562 -2.648
H -6.194 -0.050 -3.223
H -6.140 2.366 -2.881
H -3.911 3.659 -2.347
H -1.397 2.998 -1.154
S 3.270 -1.201 0.363
C 4.110 -0.663 1.625
C 3.494 -1.349 3.074
O 3.973 -2.263 3.487
N 2.300 -0.980 3.265
C 1.574 0.288 3.024
N 0.215 0.095 2.768
C -0.310 1.483 2.717
C 0.567 2.451 2.881
S 2.148 1.647 3.095
H 0.447 3.559 2.605
H -1.460 1.274 2.542
H 1.828 -1.639 3.983
H 5.232 -0.900 1.756
H 3.662 0.461 1.794
H -0.492 -2.146 -1.112
H 0.993 -2.604 -0.410
H 2.305 -1.984 -2.375
H 1.262 -2.106 -4.643
H -0.610 -1.850 -3.809
*
```

Atom charges from the Mulliken analysis, given in e for atoms 1 to 2:
1 C -0.27
2 C 0.05

=====

# 8
Computed, not measured: a molecular structure, C20H19MnN3O8 in a non-equilibrium geometry, with ωB97M-V with the def2-TZVPD basis set.

gap between HOMO and LUMO (alpha / beta) = 7.00 / 7.09 eV
E_tot = -2690.91988 hartree
largest force on an atom = 0.0311 hartree/bohr
HOMO energy (alpha / beta) = -1.99 / -2.08 eV

Structure (ORCA input):
```
! wB97M-V def2-TZVPD RIJCOSX def2/J DEFGRID3
* xyz -2 6
Mn 0.244 0.002 0.595
O 1.574 2.010 -0.500
C 2.958 1.879 -0.327
C 3.371 0.953 0.824
N 2.655 -0.311 0.843
C 2.976 -1.204 -0.263
C 2.010 -2.458 -0.211
O 2.504 -3.545 -0.507
O 0.835 -2.213 0.135
C 2.889 -0.970 2.128
C 1.848 -0.510 3.213
O 2.266 -0.367 4.363
O 0.674 -0.382 2.799
H 1.146 2.361 0.313
H 3.418 2.868 -0.154
H 3.338 1.494 -1.279
H 3.155 1.448 1.776
H 4.465 0.787 0.756
H 4.027 -1.544 -0.230
H 2.789 -0.699 -1.214
H 3.920 -0.815 2.485
H 2.723 -2.043 2.013
O 0.519 -1.267 -3.806
C -0.563 -2.053 -3.701
C -0.776 -3.043 -4.656
C -1.871 -3.885 -4.566
C -2.777 -3.737 -3.526
C -2.597 -2.735 -2.592
C -1.499 -1.881 -2.657
C -1.265 -0.850 -1.636
O -0.145 -0.196 -1.643
N -2.240 -0.584 -0.795
N -1.899 0.241 0.229
C -2.718 1.193 0.541
C -2.521 2.162 1.588
C -3.632 2.843 2.089
C -3.531 3.791 3.089
C -2.278 4.084 3.617
C -1.156 3.473 3.110
C -1.211 2.512 2.067
O -0.123 2.067 1.558
H 0.489 -0.715 -2.948
H -0.055 -3.151 -5.455
H -2.004 -4.670 -5.301
H -3.619 -4.413 -3.444
H -3.290 -2.596 -1.776
H -3.641 1.290 -0.045
H -4.610 2.593 1.688
H -4.414 4.291 3.466
H -2.179 4.799 4.429
H -0.180 3.697 3.520
*
```

Atom charges from the Mulliken analysis, given in e for atoms 1 to 2:
1 Mn 1.16
2 O -0.34